Here is 2 unconnected molecules or ions with the total composition C3H4IO3 in a non-equilibrium geometry from the Open Molecules 2025 dataset. Energies are from ωB97M-V/def2-TZVPD.

Each line ends with the natural charge from an NBO analysis.
CARTESIAN COORDINATES (ANGSTROEM)
C 0.50 1.42 -2.23  1.034
C -0.68 -1.12 0.22  -0.732
C 0.20 0.04 0.70  0.091
O 1.05 0.54 -2.67  -0.510
O -0.07 2.38 -1.93  -0.537
O -0.41 0.47 1.91  -0.808
I 2.23 -1.03 1.43  -0.578
H -1.70 -0.68 -0.29  0.147
H -0.12 -1.52 -0.58  0.211
H -1.03 -1.80 0.98  0.212
H 0.03 1.29 2.45  0.470

- multiplicity = 3
- HOMO (alpha / beta) (eV) = -0.4 / -4.0
- E_tot (hartree) = -640.053544
- net charge = -1
- Kohn-Sham gap (alpha / beta) (eV) = 3.6 / 7.1
- expectation value of S² = 2.0103
- E_LUMO (alpha / beta) (eV) = 3.210 / 3.051

---

Here is a molecular structure, C3H4IrO2 in a non-equilibrium geometry from the Open Molecules 2025 dataset. Energies are from ωB97M-V/def2-TZVPD.

Each line ends with the natural charge from an NBO analysis.
CARTESIAN COORDINATES (ANGSTROEM)
C 0.37 -0.04 0.60  0.282
C 1.55 -0.65 0.38  0.000
H 1.92 -1.43 1.05  0.290
H 2.19 -0.28 -0.42  0.262
C -0.28 0.42 -0.65  0.340
O -1.51 0.52 -0.72  -0.615
Ir -2.84 1.14 -1.88  1.112
H 0.38 0.81 -1.44  0.234
O -0.43 -0.35 1.64  -0.432
H -1.35 -0.15 1.43  0.528

- multiplicity = 6
- HOMO (alpha / beta) (eV) = -17.5 / -19.7
- E_tot (hartree) = -370.483702
- net charge = +2
- Kohn-Sham gap (alpha / beta) (eV) = 6.4 / 5.8
- expectation value of S² = 8.8284
- E_LUMO (alpha / beta) (eV) = -11.104 / -13.819

---

Here is a molecular structure, C3H4IrO3 in a non-equilibrium geometry from the Open Molecules 2025 dataset. Energies are from ωB97M-V/def2-TZVPD.

Each line ends with the natural charge from an NBO analysis.
CARTESIAN COORDINATES (ANGSTROEM)
C 0.88 -1.67 -1.88  -0.280
C 0.59 -0.39 -2.25  0.467
O -0.68 0.10 -2.39  -0.348
C -1.69 -0.19 -1.59  1.018
O -1.61 -1.22 -0.79  -0.678
O -2.82 0.25 -1.80  -0.470
H -0.58 -1.79 -0.91  0.578
H 1.33 0.40 -2.34  0.341
H 0.44 -2.46 -2.50  0.347
Ir -3.58 -0.77 -0.36  1.668
H 1.92 -1.83 -1.58  0.356

- multiplicity = 5
- HOMO (alpha / beta) (eV) = -25.5 / -26.1
- E_tot (hartree) = -445.050729
- net charge = +3
- Kohn-Sham gap (alpha / beta) (eV) = 9.1 / 6.8
- expectation value of S² = 6.0077
- E_LUMO (alpha / beta) (eV) = -16.353 / -19.380

---

Relative energy (zero: lowest compared OMol25 entry of this formula, charge and spin) values (in kcal/mol) by entry order: 7.4, 0.0, 31.7.